No. 1
{"formula": "C5H8O2", "method": "ωB97M-V/def2-TZVPD", "total_charge": 0, "orbital_gap_ha": 0.3270, "de_lowest_kcal_mol": 139.8, "total_energy_ha": -345.58217, "elements": ["C", "C", "C", "C", "O", "C", "O", "H", "H", "H", "H", "H", "H", "H", "H"], "positions_angstrom": [[-1.192, -0.415, 1.682], [-0.373, -0.489, 0.442], [-0.701, -0.261, -0.969], [0.395, 0.590, -0.309], [0.303, 1.957, -0.206], [1.574, -0.193, 0.164], [0.834, -1.291, 0.467], [-1.673, -1.377, 1.874], [-1.964, 0.349, 1.558], [-0.568, -0.149, 2.541], [-0.455, -1.010, -1.720], [-1.616, 0.307, -1.137], [0.410, 2.330, -1.092], [2.415, -0.175, -2.010], [2.611, -0.172, -1.285]], "nbo_charge": [-0.6309, 0.2627, -0.4376, 0.0409, -0.6767, 0.2887, -0.5002, 0.2291, 0.2330, 0.2358, 0.2326, 0.2359, 0.4818, -0.0202, 0.0251]}

***

No. 2
{"formula": "C5H8O2", "method": "ωB97M-V/def2-TZVPD", "smiles": "O=C1CC(CO)C1", "total_charge": 0, "orbital_gap_ha": 0.3769, "de_lowest_kcal_mol": 27.9, "total_energy_ha": -345.76045, "elements": ["O", "C", "C", "C", "C", "O", "C", "H", "H", "H", "H", "H", "H", "H", "H"], "positions_angstrom": [[-1.985, 0.617, -1.055], [-1.479, -0.105, 0.075], [-0.051, -0.457, -0.271], [0.929, -0.824, 0.881], [1.885, 0.220, 0.292], [3.058, 0.437, 0.432], [0.807, 0.789, -0.620], [-2.935, 0.689, -0.914], [-1.494, 0.519, 0.988], [-2.076, -0.989, 0.333], [-0.030, -1.210, -1.080], [0.589, -0.512, 1.880], [1.316, -1.847, 0.938], [0.393, 1.725, -0.211], [1.073, 0.948, -1.668]], "nbo_charge": [-0.7188, -0.0602, -0.2317, -0.5279, 0.6154, -0.5141, -0.5198, 0.4704, 0.1538, 0.1699, 0.2159, 0.2315, 0.2361, 0.2392, 0.2404]}

***

No. 3
{"formula": "C5H8O2", "method": "ωB97M-V/def2-TZVPD", "total_charge": 0, "orbital_gap_ha": 0.3618, "de_lowest_kcal_mol": 66.5, "total_energy_ha": -345.69896, "elements": ["C", "C", "O", "C", "C", "C", "O", "H", "H", "H", "H", "H", "H", "H", "H"], "positions_angstrom": [[-0.194, 0.464, -1.772], [-0.333, -0.640, -0.725], [0.973, -1.227, -0.490], [0.932, -0.804, 0.855], [0.685, 0.698, 1.018], [-0.445, -0.258, 0.801], [-1.546, -0.520, 1.600], [0.030, 1.410, -1.265], [0.681, 0.279, -2.408], [-1.076, 0.593, -2.403], [-1.071, -1.410, -0.974], [1.462, -1.409, 1.583], [0.858, 1.396, 0.202], [0.919, 1.130, 1.985], [-1.875, 0.298, 1.994]], "nbo_charge": [-0.6419, 0.0781, -0.5136, 0.0785, -0.4868, 0.1882, -0.6821, 0.2021, 0.2354, 0.2161, 0.1963, 0.2069, 0.2118, 0.2310, 0.4800]}

***

No. 4
{"formula": "C5H8O2", "method": "ωB97M-V/def2-TZVPD", "smiles": "CC(=O)C1(O)CC1", "total_charge": 0, "orbital_gap_ha": 0.3896, "de_lowest_kcal_mol": 28.1, "total_energy_ha": -345.76023, "elements": ["C", "C", "O", "C", "O", "C", "C", "H", "H", "H", "H", "H", "H", "H", "H"], "positions_angstrom": [[-0.070, -1.942, -0.389], [-0.792, -0.733, 0.151], [-1.882, -0.935, 0.663], [-0.329, 0.688, 0.124], [-1.369, 1.556, 0.421], [0.739, 1.227, -0.773], [1.039, 1.024, 0.682], [-0.932, -2.566, -0.625], [0.599, -1.793, -1.245], [0.477, -2.467, 0.401], [-2.009, 1.002, 0.905], [0.560, 2.243, -1.111], [1.212, 0.574, -1.502], [1.711, 0.222, 0.974], [1.045, 1.900, 1.324]], "nbo_charge": [-0.7238, 0.5770, -0.5759, 0.1307, -0.6970, -0.4189, -0.4223, 0.2541, 0.2248, 0.2444, 0.4973, 0.2391, 0.2177, 0.2161, 0.2366]}

***

No. 5
{"formula": "C5H8O2", "method": "ωB97M-V/def2-TZVPD", "total_charge": 0, "orbital_gap_ha": 0.3548, "de_lowest_kcal_mol": 112.8, "total_energy_ha": -345.62517, "elements": ["C", "C", "O", "C", "O", "C", "C", "H", "H", "H", "H", "H", "H", "H", "H"], "positions_angstrom": [[-0.439, -1.711, 0.701], [-0.152, -0.383, -0.066], [-0.762, -0.334, -1.307], [-0.824, 0.876, 0.456], [-0.776, 1.999, -0.939], [1.327, -0.177, -0.106], [2.511, 0.043, -0.179], [-1.516, -1.859, 0.823], [0.053, -1.786, 1.682], [-0.064, -2.536, 0.080], [-0.806, 1.022, -1.518], [-0.357, 1.601, 1.094], [-1.890, 0.681, 0.625], [0.135, 2.342, -1.084], [3.561, 0.221, -0.261]], "nbo_charge": [-0.6077, 0.1094, -0.8070, 0.0291, -0.7699, -0.0483, -0.2409, 0.2163, 0.2131, 0.2382, 0.5135, 0.1953, 0.2212, 0.5007, 0.2368]}

***

No. 6
{"formula": "C5H8O2", "method": "ωB97M-V/def2-TZVPD", "smiles": "C[C@@H]1[C@H](O)[C@@H]2O[C@H]12", "total_charge": 0, "orbital_gap_ha": 0.3971, "de_lowest_kcal_mol": 55.4, "total_energy_ha": -345.71665, "elements": ["C", "C", "C", "O", "C", "C", "O", "H", "H", "H", "H", "H", "H", "H", "H"], "positions_angstrom": [[-1.697, -0.516, 0.503], [-0.369, 0.214, 0.552], [0.989, -0.443, 0.804], [1.517, -1.051, -0.382], [1.619, 0.367, -0.240], [0.247, 0.857, -0.744], [-0.118, 0.280, -1.963], [-1.851, -1.119, 1.406], [-1.789, -1.163, -0.374], [-2.511, 0.218, 0.458], [-0.419, 1.010, 1.305], [1.394, -0.814, 1.740], [2.599, 0.829, -0.288], [0.098, 1.935, -0.829], [0.291, -0.603, -1.949]], "nbo_charge": [-0.6190, -0.2514, 0.0492, -0.5065, 0.0214, 0.0841, -0.7052, 0.2120, 0.2201, 0.2153, 0.2066, 0.2018, 0.2031, 0.1866, 0.4817]}

***

No. 7
{"formula": "C5H8O2", "method": "ωB97M-V/def2-TZVPD", "total_charge": 0, "orbital_gap_ha": 0.3176, "de_lowest_kcal_mol": 101.4, "total_energy_ha": -345.64340, "elements": ["O", "C", "C", "C", "C", "C", "O", "H", "H", "H", "H", "H", "H", "H", "H"], "positions_angstrom": [[-1.691, -1.407, 0.852], [-1.134, -1.472, -0.447], [0.164, -0.839, -0.663], [0.846, -0.301, 0.543], [1.478, 1.052, 0.175], [0.565, 1.757, -0.805], [0.899, 2.595, -1.599], [-2.561, -1.823, 0.829], [-1.809, -1.048, -1.213], [-0.955, -2.514, -0.779], [-0.502, 1.434, -0.730], [0.253, -0.252, 1.465], [1.651, -1.037, 0.710], [2.462, 0.957, -0.290], [1.588, 1.691, 1.061]], "nbo_charge": [-0.7370, -0.2833, 0.1548, -0.5950, -0.5007, 0.4597, -0.5122, 0.4748, 0.2284, 0.2366, 0.0996, 0.2147, 0.2816, 0.2403, 0.2378]}

***

No. 8
{"formula": "C5H8O2", "method": "ωB97M-V/def2-TZVPD", "smiles": "CCCC(=O)C=O", "total_charge": 0, "orbital_gap_ha": 0.3467, "de_lowest_kcal_mol": 22.8, "total_energy_ha": -345.76864, "elements": ["C", "C", "C", "C", "O", "C", "O", "H", "H", "H", "H", "H", "H", "H", "H"], "positions_angstrom": [[-2.075, 0.095, 0.031], [-0.907, -0.830, -0.371], [0.409, -0.103, -0.761], [1.075, 0.385, 0.497], [0.457, 0.591, 1.521], [2.591, 0.555, 0.656], [3.432, 0.096, -0.072], [-2.014, 0.416, 1.075], [-3.036, -0.418, -0.095], [-2.112, 1.000, -0.585], [-1.221, -1.455, -1.211], [-0.709, -1.507, 0.470], [1.140, -0.673, -1.358], [0.157, 0.758, -1.396], [2.814, 1.092, 1.601]], "nbo_charge": [-0.6107, -0.3906, -0.5182, 0.4803, -0.5036, 0.3522, -0.4743, 0.2264, 0.2095, 0.1977, 0.2079, 0.2102, 0.2444, 0.2404, 0.1284]}